This record from the OMol25 dataset describes C6H14O in the gas phase. The level of theory is wB97M-V/def2-TZVPD.

Summary:
ΔE to the lowest compared entry with this formula, charge and spin	16.7	kJ/mol
HOMO	-10.3	eV
E_tot	-8496.71911	eV

Geometry as ORCA input:
```
! RIJCOSX wB97M-V def2-TZVPD def2/J DEFGRID3
* xyz 0 1
C -1.556 -0.853 -0.993
C -1.103 -0.315 0.364
C -2.227 0.473 1.042
C 0.148 0.571 0.249
C 1.371 -0.063 -0.423
C 2.656 0.664 -0.027
O 1.436 -1.427 -0.022
H -2.466 -1.457 -0.897
H -0.780 -1.484 -1.437
H -1.779 -0.031 -1.688
H -0.845 -1.172 1.002
H -3.128 -0.140 1.163
H -2.508 1.352 0.446
H -1.925 0.829 2.034
H 0.432 0.908 1.256
H -0.109 1.473 -0.326
H 1.249 -0.015 -1.518
H 2.830 0.505 1.042
H 2.597 1.743 -0.213
H 3.524 0.271 -0.572
H 2.183 -1.829 -0.482
*
```

This record from the OMol25 dataset describes a molecular structure, H12O6 at a distorted geometry. The level of theory is wB97M-V/def2-TZVPD.

Summary:
ΔE to the lowest compared entry with this formula, charge and spin	773.9	kJ/mol
HOMO	-9.3	eV
E_tot	-12473.09303	eV

Geometry as ORCA input:
```
! RIJCOSX wB97M-V def2-TZVPD def2/J DEFGRID3
* xyz 0 1
O -0.500 -0.418 -2.815
H 0.297 -0.064 -3.211
H -0.293 -0.492 -1.884
O -0.195 -0.250 -0.583
H 0.046 -0.932 0.043
H 0.250 0.535 -0.266
O -2.248 -0.451 -0.874
H -2.731 0.136 -0.292
H -1.337 -0.167 -0.800
O 0.712 2.552 1.097
H -0.090 2.601 0.577
H 0.687 1.682 1.496
O 0.982 0.563 1.368
H 0.400 0.338 2.093
H 1.486 -0.235 1.208
O 0.552 -1.874 0.700
H 0.495 -1.498 1.579
H 1.487 -2.026 0.564
*
```

This record from the OMol25 dataset describes C6H12N2 in the gas phase at a distorted geometry. The level of theory is wB97M-V/def2-TZVPD.

Summary:
ΔE to the lowest compared entry with this formula, charge and spin	180.3	kJ/mol
HOMO	-7.9	eV
E_tot	-9394.98094	eV

Geometry as ORCA input:
```
! RIJCOSX wB97M-V def2-TZVPD def2/J DEFGRID3
* xyz 0 1
C -0.594 0.857 -2.554
C -0.132 0.949 -1.343
C 0.569 0.915 -0.230
N 1.802 1.586 -0.101
C 0.146 0.122 0.968
C 1.171 -0.963 1.292
C -1.342 -0.469 0.783
N -1.452 -1.416 -0.290
H -0.221 0.131 -3.264
H -1.419 1.469 -2.895
H 1.917 2.048 0.792
H 2.001 2.200 -0.878
H 0.054 0.804 1.822
H 2.129 -0.513 1.547
H 0.848 -1.556 2.147
H 1.310 -1.614 0.433
H -1.627 -0.883 1.766
H -2.011 0.368 0.572
H -0.787 -2.180 -0.234
H -2.365 -1.854 -0.331
*
```

This record from the OMol25 dataset describes C3H5N3S in the gas phase at a distorted geometry. The level of theory is wB97M-V/def2-TZVPD.

Summary:
ΔE to the lowest compared entry with this formula, charge and spin	589.2	kJ/mol
HOMO (alpha / beta)	-8.2 / -8.2	eV
E_tot	-18491.79149	eV

Geometry as ORCA input:
```
! RIJCOSX wB97M-V def2-TZVPD def2/J DEFGRID3
* xyz 0 1
C -0.833 0.438 0.159
C -2.035 0.878 -0.257
C -0.553 -0.937 0.085
N 0.156 1.499 0.269
N 1.376 1.174 0.172
N 2.886 -0.759 0.545
S 1.821 -0.292 -0.409
H -2.126 1.963 -0.336
H -3.031 0.312 -0.292
H -0.463 -1.716 0.798
H -0.880 -1.294 -0.895
H 3.681 -1.265 0.159
*
```

This record from the OMol25 dataset describes C4H2N2O in the gas phase at a distorted geometry. The level of theory is wB97M-V/def2-TZVPD.

Summary:
ΔE to the lowest compared entry with this formula, charge and spin	141.1	kJ/mol
HOMO	-10.9	eV
E_tot	-9205.27679	eV

Geometry as ORCA input:
```
! RIJCOSX wB97M-V def2-TZVPD def2/J DEFGRID3
* xyz 0 1
N -1.544 3.022 -0.132
C -0.924 2.311 -0.804
C -0.092 1.308 -1.269
C 0.530 0.418 -0.735
C 1.244 -0.549 0.083
N 0.863 -0.543 1.390
O 2.101 -1.259 -0.396
H 0.148 0.052 1.786
H 1.326 -1.208 1.990
*
```

This record from the OMol25 dataset describes 3 unconnected molecules or ions with the total composition C5H17N2O3 at a distorted geometry. The level of theory is wB97M-V/def2-TZVPD.

Summary:
ΔE to the lowest compared entry with this formula, charge and spin	70.2	kJ/mol
HOMO	-3.8	eV
E_tot	-14583.46406	eV

Geometry as ORCA input:
```
! RIJCOSX wB97M-V def2-TZVPD def2/J DEFGRID3
* xyz -1 1
N -0.691 -2.812 -1.458
C -1.302 -1.481 -1.218
C -0.295 -0.352 -0.852
N -0.514 0.135 0.515
C 0.146 -0.749 1.486
C -0.094 1.549 0.721
C 1.423 1.837 0.562
O 2.133 0.833 -0.010
H 0.281 -2.671 -1.712
H -0.638 -3.252 -0.534
H -2.000 -1.551 -0.390
H -1.890 -1.178 -2.085
H -0.414 0.490 -1.536
H 0.729 -0.690 -0.957
H 1.197 -0.818 1.244
H -0.354 -1.715 1.470
H 0.023 -0.331 2.484
H -0.714 2.137 0.041
H -0.427 1.727 1.746
H 1.819 2.120 1.566
H 1.519 2.805 0.009
H -2.280 0.395 1.173
H -2.965 1.014 2.408
O -3.041 0.269 1.796
H 2.485 0.406 -2.786
H 2.758 0.889 -1.349
O 3.106 0.994 -2.335
*
```

This record from the OMol25 dataset describes a molecular structure, C20H36Cl2N2O3PTb at a distorted geometry. The level of theory is wB97M-V/def2-TZVPD.

Summary:
ΔE to the lowest compared entry with this formula, charge and spin	383.9	kJ/mol
HOMO (alpha / beta)	-7.8 / -7.8	eV
E_tot	-87215.98999	eV

Geometry as ORCA input:
```
! RIJCOSX wB97M-V def2-TZVPD def2/J DEFGRID3
* xyz 0 7
O 0.961 -0.197 -2.615
C -0.233 0.289 -2.607
C -0.376 1.770 -3.112
C 0.288 2.762 -2.413
H 0.602 2.546 -1.389
C 0.541 4.000 -3.015
H 1.120 4.716 -2.472
C 0.055 4.228 -4.313
H 0.259 5.192 -4.793
C -0.693 3.241 -4.980
H -1.073 3.436 -5.974
C -0.903 2.002 -4.381
H -1.464 1.222 -4.898
H -0.977 -0.340 -3.236
C -2.598 -1.052 -1.198
C -1.790 0.255 -0.964
H -3.519 -0.771 -1.795
H -2.977 -1.650 -0.264
H -2.037 -1.768 -1.844
C -2.460 1.444 -0.812
C -3.925 1.609 -0.544
H -2.015 2.387 -1.094
H -4.557 2.076 -1.358
H -4.100 2.276 0.333
H -4.469 0.665 -0.284
Tb -0.953 0.128 0.963
Cl 0.345 2.352 1.152
Cl -3.048 0.141 2.183
H 4.807 1.319 -1.830
H 4.946 1.761 0.684
C 3.720 1.410 -1.670
C 3.866 1.602 0.805
N 3.343 0.917 -0.350
H 3.189 0.842 -2.429
C 2.502 -0.117 -0.262
O 1.661 -0.323 0.717
H 3.679 1.002 1.698
H 2.542 -0.801 -1.081
H 3.468 2.476 -1.771
H 3.388 2.584 0.922
H -0.465 -5.535 1.535
H 1.391 -5.844 -0.418
C -0.977 -4.964 0.747
C 0.791 -5.116 -0.987
N -0.005 -4.265 -0.101
H -1.662 -4.242 1.199
C 0.217 -2.971 -0.051
O -0.427 -2.144 0.711
H 1.468 -4.482 -1.571
H 0.985 -2.609 -0.744
H -1.538 -5.683 0.137
H 0.153 -5.686 -1.680
C -1.397 -1.084 4.976
P -0.261 -0.147 3.875
C -0.231 1.507 4.743
C 1.381 -0.882 4.350
H -2.407 -0.639 4.943
H -1.035 -1.107 6.022
H -1.479 -2.119 4.601
H -0.089 1.331 5.815
H 0.572 2.122 4.324
H -1.184 2.025 4.566
H 1.438 -0.937 5.454
H 1.453 -1.893 3.911
H 2.197 -0.264 3.935
*
```